1.
The following is a DFT calculation (ωB97M-V/def2-TZVPD) of a 9-piece molecular cluster, C21H62N9O11 overall.

The energy is -2157.4336 Ha. Its HOMO energy (alpha / beta) is -8.69 / -8.69 eV. As for the spin multiplicity: 2. The calculation puts the gap between HOMO and LUMO (alpha / beta) at 8.9 / 6.7 eV. The lowest unoccupied orbital energy (alpha / beta) comes out at 0.198 / -1.963 eV.

Geometry as XYZ:
```
103
Properties=species:S:1:pos:R:3:forces:R:3:mulliken_spin:R:1
O -3.126049 0.247369 -3.506430 -0.5 -0.7 1.7 -0.0001
O -2.907139 -3.572041 1.650630 -0.2 2.8 0.5 -0.0004
O 1.114521 -1.761721 4.947440 -3.2 1.7 1.0 -0.0001
O 2.942871 4.302179 2.948290 1.9 -0.1 -0.4 0.0000
O -4.842729 -1.772651 3.660160 0.1 0.0 0.4 0.0001
O 0.119001 -1.045961 1.917860 -0.2 -0.5 0.1 0.9105
O 1.522241 1.386319 3.125250 1.3 0.3 0.1 0.0065
O -0.028629 -4.331111 2.931120 -2.0 0.6 1.6 0.0013
O -2.966319 0.150489 2.653950 1.4 0.7 -0.2 0.0026
O 4.333491 1.796639 -1.649160 0.5 -1.7 2.0 0.0000
O 0.736591 4.091559 -4.409030 0.2 -1.3 3.4 0.0000
N 3.018101 -2.649001 5.267410 5.3 -2.6 3.9 0.0008
N -3.832759 -1.958241 -1.458520 0.8 -0.7 0.6 0.0010
N 7.284951 2.416119 -0.629370 1.3 -0.4 -1.0 0.0000
N -2.591479 -5.674881 1.234800 2.0 -5.2 1.4 0.0001
N -3.431259 -4.536311 -0.284130 -2.9 1.2 -7.4 -0.0001
N 2.368691 -2.188591 3.246240 1.1 0.4 -6.7 0.0062
N 1.150641 -4.196951 1.082050 1.4 2.5 -5.1 -0.0009
N 1.286911 -5.959321 2.233820 1.6 -5.5 1.7 -0.0003
N 1.058291 3.914749 -1.557900 -0.5 0.8 0.1 0.0000
C -3.932289 -0.926251 -3.692750 0.4 -1.7 -1.0 -0.0005
C 6.135101 2.641319 0.243230 0.7 -0.8 -3.5 -0.0005
C -2.955019 -4.473501 0.858910 1.7 -0.6 6.4 0.0006
C -0.338539 3.489439 -3.571040 0.8 1.4 -1.8 -0.0005
C 6.471111 3.961389 0.889380 -1.0 0.8 2.1 0.0004
C -3.619879 -2.306071 -2.865130 -0.8 4.8 0.2 0.0001
C 0.658771 -4.823591 2.094740 -0.1 1.4 2.2 0.0043
C -5.038909 -0.382921 3.730690 0.6 0.7 -0.2 0.0001
C 1.640431 3.832409 2.980780 -0.3 0.3 -0.2 0.0010
C 4.924731 2.787749 -0.784610 -2.0 0.9 2.3 -0.0006
C -4.319539 0.361049 2.621590 -2.2 -1.3 0.0 0.0001
C -1.170049 2.767069 -1.310740 1.0 0.2 0.3 -0.0015
C -3.431749 1.352529 -4.332090 0.4 -0.5 -1.7 0.0000
C 1.364611 2.516809 2.272280 -1.9 -0.5 1.0 0.0005
C -4.555359 -3.410971 -3.271330 0.6 -1.4 -0.3 0.0000
C 0.636891 4.005929 -5.771760 -1.4 0.2 -0.5 0.0000
C 0.046531 -0.689481 0.592410 2.2 3.5 0.9 -0.0609
C 2.144371 -2.145601 4.484950 -2.4 0.2 2.7 0.0013
C 3.775581 0.660099 -0.877330 1.0 -0.5 -1.2 -0.0017
C -1.151429 -1.139581 -0.053390 -1.7 -3.0 -0.6 0.1111
C 0.071681 3.007269 -2.155630 0.7 -0.2 -1.6 0.0006
H -4.443489 -3.768111 -4.295070 0.1 0.4 -0.2 0.0000
H 1.109831 4.638609 2.474220 -0.5 -0.2 0.0 0.0000
H -2.577029 1.453879 -5.000890 0.3 0.5 0.1 0.0000
H -4.211599 1.173689 -5.072330 -0.6 -0.4 0.3 0.0000
H -3.295619 -5.371371 -0.835830 -0.2 0.7 -0.1 0.0001
H 1.826731 2.385759 1.293820 0.5 0.3 0.0 -0.0004
H -2.546309 -2.421801 -3.013950 -0.1 -0.9 0.0 -0.0003
H 1.816401 -4.742171 0.553290 -0.1 1.0 -0.3 -0.0003
H -4.790219 -0.128451 1.768990 0.2 0.3 -1.0 0.0001
H 4.125431 3.062089 -0.096160 -0.6 0.4 0.1 0.0012
H -3.666929 2.319279 -3.886910 0.2 -0.3 0.8 0.0000
H 0.548501 2.028869 -2.214610 0.0 -0.4 -0.6 0.0006
H 3.943191 -2.926411 4.971860 -0.3 0.0 0.0 0.0001
H 0.013231 0.399869 0.574900 0.3 0.7 0.0 0.0171
H 5.056281 3.686239 -1.387520 0.5 -0.2 -0.2 -0.0002
H 1.814681 4.126889 -2.192700 -0.2 0.1 -0.5 0.0000
H -0.196989 3.395879 -6.119020 0.0 -0.9 0.1 0.0000
H 1.379851 3.821959 4.039120 -0.8 -0.5 -0.1 0.0002
H 1.831001 -6.455121 1.542270 -0.2 0.4 0.1 0.0000
H 5.744471 4.242859 1.651520 -0.6 0.1 -0.1 -0.0001
H -4.585919 -0.000881 4.645540 -0.4 -0.4 0.5 0.0000
H -2.631799 1.030189 2.464670 0.8 -0.2 0.1 0.0003
H -2.259309 -5.961331 2.144580 0.0 0.7 -0.2 0.0000
H 2.804211 0.761399 -0.393300 0.0 0.9 0.0 0.0011
H 7.560361 1.464389 -0.825490 -0.3 -0.3 0.4 0.0001
H -5.514639 -2.211371 3.133230 0.0 0.2 -0.1 0.0000
H 2.793761 -2.822891 6.236700 -0.1 0.3 -0.4 0.0000
H 6.576161 4.835189 0.246310 -0.2 -0.4 -0.6 0.0000
H -3.586909 -3.611731 -0.659670 -0.5 0.3 -1.0 -0.0015
H 3.677001 -0.195721 -1.545130 -0.3 0.4 -0.7 -0.0001
H -0.911289 -2.202711 -0.067390 -1.1 -0.6 -0.4 -0.0013
H 0.975701 -0.965351 0.093770 0.1 -0.5 -0.4 0.0327
H 3.497551 3.601489 3.298950 0.3 0.0 0.1 0.0001
H -5.623929 -3.297981 -3.088370 0.1 0.7 0.1 0.0000
H -0.664449 2.622969 -0.355910 -0.8 0.0 0.6 0.0011
H 3.160871 -2.629371 2.800980 -0.4 0.1 0.2 -0.0003
H 4.449851 0.171549 -0.173930 0.5 0.9 0.5 -0.0001
H -2.570189 -6.387621 0.519510 0.1 -0.2 0.6 0.0000
H 6.053811 1.739539 0.850090 -0.4 0.5 0.6 -0.0001
H 1.547381 3.538699 -0.758230 -0.4 -0.4 0.3 0.0000
H -2.031159 -1.021591 0.579280 0.0 0.1 0.0 -0.0099
H 0.282461 2.507949 2.141940 -0.3 0.6 -0.7 -0.0001
H 1.541321 -1.922751 2.731560 0.3 -0.2 -0.4 -0.0009
H 1.571081 3.613209 -6.173210 -0.1 0.5 -0.4 0.0000
H -4.702189 -1.504841 -1.216420 -0.2 0.0 -0.4 0.0000
H 7.378421 3.979639 1.493160 0.3 -0.7 -0.4 0.0000
H -4.263669 -4.285041 -2.689070 -0.1 -0.1 0.1 0.0000
H -1.854629 3.615219 -1.300640 0.1 0.0 0.2 0.0000
H 7.004871 2.779649 -1.529090 0.5 0.1 -0.3 0.0001
H -6.075339 -0.075301 3.591870 -0.4 -0.1 0.6 0.0000
H -1.074579 4.293329 -3.560830 -0.2 0.2 0.8 -0.0001
H 1.012351 -3.212921 0.901310 -0.3 -0.5 0.1 -0.0075
H -4.601729 1.413599 2.646420 0.0 0.1 0.0 -0.0001
H 0.245081 4.975589 -6.078920 1.0 0.4 -0.9 0.0000
H 1.370251 -6.324821 3.171680 -0.4 -0.1 -0.3 0.0000
H -4.996879 -0.770341 -3.518250 -0.1 0.5 -0.1 0.0000
H -3.733409 -1.235911 -4.718740 -0.6 0.1 -0.5 0.0000
H -3.080369 -1.375851 -1.119680 -0.3 0.0 0.0 0.0025
H 1.032491 0.653779 2.744290 -0.2 -0.2 0.2 -0.0049
H -0.805229 2.768659 -4.242440 0.1 -0.8 0.6 0.0004
H -1.674239 1.837779 -1.575910 -0.1 0.1 -0.2 -0.0004
H -1.341519 -0.853631 -1.087890 0.6 0.6 0.2 -0.0103
```
Positions in Å, forces in eV/Å.



2.
The following is a DFT calculation (ωB97M-V/def2-TZVPD) of a 10-piece molecular cluster, C21H64N13O11 overall.

The energy is -2377.9978 Ha. Its HOMO energy is -2.25 eV. Its charge is -1. The calculation puts the gap between HOMO and LUMO at 4.5 eV. The lowest unoccupied orbital energy comes out at 2.203 eV.

Geometry as XYZ:
```
109
Properties=species:S:1:pos:R:3:forces:R:3:mulliken_charge:R:1
O 0.648800 -7.195127 2.589242 -0.4 0.6 0.0 -0.5113
O -0.893019 -4.162048 2.687473 0.9 -0.6 0.1 -0.1133
O 2.772875 2.115780 -2.205734 -0.1 0.3 0.7 -0.1525
O -3.297511 -1.671656 -3.599103 0.2 1.0 -0.9 -0.5880
O -3.799663 -2.294226 1.354900 0.1 -0.2 -0.1 -0.5336
O 3.156742 -2.799142 -0.362623 -0.1 0.2 0.1 -0.3342
O -0.984343 -2.072297 -1.023938 0.0 0.5 0.2 -1.1534
O -4.996859 -0.552516 -1.316787 -0.9 0.9 0.3 -0.5604
O 0.424044 4.283544 2.608028 0.5 -0.9 0.2 -0.7091
O -1.712309 3.802616 -0.975696 -0.6 -0.9 -0.8 -0.3987
O 1.458541 -0.382929 3.662834 0.4 -0.1 0.5 -0.6181
N -3.080735 -1.546098 3.381944 -1.4 0.8 0.2 -0.3782
N 2.023044 2.791074 3.220339 1.0 -0.2 0.6 -0.3656
N -3.910137 1.195375 -2.283765 0.1 -1.0 1.2 0.1358
N -1.279281 -0.640653 -3.720068 0.8 0.6 0.1 -0.0795
N 5.840397 4.076138 -1.313906 0.6 -2.4 -0.1 -0.7563
N 0.284799 -2.092792 4.645697 0.6 0.2 -1.7 -0.1044
N -5.047751 -0.757520 2.427283 0.1 0.2 0.3 -0.4505
N -2.663703 -0.715945 -5.542815 0.2 0.8 -1.7 -0.4342
N -4.006720 4.456174 -3.023244 -0.5 -0.9 0.2 -0.5100
N 1.088367 -0.415917 5.919219 1.2 1.5 -0.5 -0.4489
N 2.487216 -5.254204 0.976833 1.6 0.7 -0.2 -0.8206
N -0.098103 2.074369 2.842715 -0.1 0.0 0.4 -0.3657
N -6.161950 1.168699 -2.349830 -1.7 -1.0 0.8 -0.5546
C 3.423789 -2.900247 1.025326 0.3 -0.9 -0.1 -1.0402
C -0.053713 -1.201177 1.120625 -0.9 0.5 0.4 1.2478
C -0.770021 -0.959196 -0.257379 1.3 -1.5 -0.8 0.7001
C 3.958293 -1.849790 -1.008432 0.1 0.3 -0.6 -0.8269
C -2.264774 5.468535 -4.349902 0.8 0.3 -0.6 -1.7598
C 2.510083 -3.934565 1.653701 -2.3 -0.7 0.0 1.6590
C -2.484011 -1.022098 -4.253410 -0.4 -2.3 2.4 0.5669
C 4.153682 2.368165 -2.127674 0.6 0.3 -0.4 -0.7291
C -2.561637 4.437489 -3.266215 -0.1 0.8 -0.4 1.0100
C -0.597774 -5.252797 3.620497 -2.0 1.7 -1.5 -0.4310
C -3.939514 -1.567946 2.308419 0.1 -1.2 -0.6 0.6069
C 4.420580 3.666415 -1.358123 -0.9 0.7 -0.9 0.3546
C 2.631366 -4.196105 3.179213 0.5 1.3 -1.1 -1.0131
C -1.028696 2.614557 -1.345086 1.3 0.0 -0.2 0.3171
C 2.393485 1.218158 -3.190766 -0.5 -0.9 -2.0 -0.7261
C 3.691589 4.829710 -2.035633 0.0 -0.9 0.6 -1.0865
C 1.043119 -0.954477 4.656894 -1.3 0.2 1.5 0.6536
C 0.763453 3.123497 2.879148 -1.1 1.7 -0.9 0.4857
C -1.733604 4.759748 -2.033544 0.0 -0.2 2.1 -0.6625
C -5.037726 0.538792 -1.850738 1.9 -0.2 -1.6 0.4216
C -0.608365 -6.660261 3.037816 0.3 -0.9 1.4 -0.6253
H -1.400981 -6.849589 2.311311 0.1 0.7 -0.3 0.4569
H 0.367451 -2.451960 3.694866 -0.7 -0.8 0.3 -0.4716
H -1.049439 -1.085523 -2.821487 -0.4 -0.6 0.7 -0.0767
H 0.238288 -4.872466 4.199875 0.4 -0.9 -0.1 0.2415
H 0.054140 2.803637 -1.352693 0.1 0.2 0.2 0.2838
H -5.649087 -0.710303 1.625120 0.0 0.0 0.0 0.2698
H 1.507499 -3.529315 1.489600 -0.1 0.0 0.0 -0.5844
H 2.723242 3.504301 3.124889 0.0 -0.1 0.1 0.2109
H -0.478319 -0.669331 -4.333434 -0.2 0.1 -0.2 0.2071
H 3.892886 5.719685 -1.442856 -0.2 0.2 -0.2 0.3835
H -0.069155 -0.319842 1.767541 0.1 0.4 -0.4 -0.7499
H 5.007024 -2.160619 -0.989433 0.2 0.2 0.2 0.3802
H -5.269308 -0.271183 3.275168 -0.1 0.1 -0.1 0.1220
H -0.006231 -0.367657 -0.811846 0.1 1.0 0.2 -0.3628
H 2.048303 -3.412411 3.653108 0.3 -0.1 0.6 0.0023
H 0.429083 -8.013784 2.135982 0.2 0.0 -0.1 0.2901
H -2.225327 -2.071559 3.373736 0.1 0.2 -0.1 0.1969
H -1.490326 -5.129432 4.240885 0.2 -0.9 0.6 0.2559
H -1.199467 2.254708 -2.363230 -0.6 0.0 0.1 0.0442
H 2.280948 1.817394 3.251107 0.2 0.1 -0.1 0.2305
H 3.972098 3.470580 -0.381219 0.6 0.5 0.4 0.2882
H -0.552155 -1.920325 1.777722 -0.2 -0.5 -0.5 -0.3219
H 0.883112 -0.856809 6.792177 -0.2 -0.3 -0.1 0.1471
H -1.991684 -0.115461 -5.986177 -0.3 0.0 -0.2 0.1592
H 1.553898 0.541400 -3.006391 0.2 0.1 1.3 0.0268
H -6.954909 0.674839 -1.946684 -0.2 0.7 -0.2 0.2666
H -2.602280 5.147510 -5.338505 -0.5 0.0 0.2 0.4193
H 4.611158 2.500192 -3.118733 -0.2 -0.1 -0.3 0.4191
H -0.788768 2.130511 2.111750 -0.1 -0.2 0.2 0.2593
H 3.209802 0.580065 -3.545825 0.2 0.1 0.2 0.4255
H -1.674305 -0.332960 -0.149764 -0.2 0.2 0.5 -0.0775
H 0.996567 -1.481522 1.047343 0.0 -0.1 -0.4 -0.0224
H -0.919466 -7.294705 3.878567 0.0 0.0 0.2 0.3388
H -1.205016 5.669728 -4.537832 0.1 -0.1 0.4 0.4171
H -2.725895 6.423249 -4.093137 -0.1 0.0 -0.1 0.3678
H -3.280221 -0.730621 3.934437 1.1 -0.2 0.6 0.1882
H -1.162422 -4.491300 1.819913 0.1 0.2 -0.1 0.2154
H 0.315550 1.189017 3.092304 -0.4 -0.3 -0.5 0.1039
H 3.843824 -0.807193 -0.687459 0.0 -0.1 0.9 0.2605
H -2.291068 3.454160 -3.656128 0.0 -0.1 0.2 -0.0345
H 2.042686 -5.907676 1.611677 -0.2 0.0 -0.2 0.2336
H 3.477933 -5.504505 1.012889 -0.1 -0.6 -0.4 0.3051
H 1.569148 0.471793 5.935272 0.0 -0.1 0.4 0.2517
H -4.540695 4.584114 -3.871246 0.2 0.0 -0.1 0.2146
H 4.451203 -3.261891 1.182355 0.4 0.3 0.0 0.6210
H 0.352633 -2.699893 5.441513 -0.1 -0.3 -0.1 0.3175
H 4.680922 1.527194 -1.660878 0.0 -0.1 0.2 0.2471
H 3.266306 -1.934279 1.510672 0.1 0.1 0.2 0.2338
H 1.986001 1.698067 -4.094487 0.5 0.6 0.0 0.3051
H 6.192157 4.320802 -2.241971 -0.9 0.8 -0.2 0.3026
H 3.677663 -4.135869 3.489353 0.0 -0.2 0.3 0.4815
H -1.180539 1.788954 -0.654441 -0.5 0.2 0.1 -0.4035
H -0.679501 4.994997 -2.214655 -0.1 0.1 -0.8 0.1417
H -4.000844 2.012805 -2.854159 0.3 0.1 -0.1 0.1818
H -3.125851 0.555100 -2.290387 0.3 0.5 -0.1 -0.2228
H 2.632520 4.579141 -2.072948 0.0 0.4 -0.2 0.0548
H -6.202789 2.173680 -2.355666 0.1 0.0 0.2 0.2120
H -3.500411 -0.993904 -6.018690 0.0 0.0 0.1 0.2459
H 6.305056 3.157695 -1.348374 0.4 0.2 1.1 0.2910
H -2.142051 5.604236 -1.469494 -0.2 0.4 -0.6 0.3489
H 2.203866 -5.175345 3.358548 0.1 0.0 0.4 0.2855
H 4.127088 4.901188 -3.034090 -0.3 0.3 -0.1 0.3484
H 3.682774 -1.724519 -2.057877 -0.3 -0.8 -0.1 0.2918
H -4.386669 5.095902 -2.341222 0.6 0.1 0.2 0.2164
```
Positions in Å, forces in eV/Å.